Computed, not measured: one molecule with the formula C21H27N3O5S, with wB97M-V/def2-TZVPD.

The geometry in XYZ format:
```
57
Properties=species:S:1:pos:R:3:forces:R:3:nbo_charge:R:1
C 2.026829 3.770663 -1.454402 -0.37 -0.22 -0.01 -0.64
C 0.527806 3.495276 -1.491436 0.25 0.49 0.10 -0.06
O 0.203014 2.176589 -1.908714 -0.07 -0.57 0.07 -0.53
C 0.526249 1.181208 -0.996570 -0.17 0.00 0.25 0.23
C 1.743599 0.523622 -1.070566 -0.11 -0.04 0.07 -0.29
C 2.096437 -0.493253 -0.184981 -0.34 0.07 0.14 0.11
C 1.150024 -0.845974 0.810376 0.06 0.17 -0.16 0.35
C -0.062652 -0.185129 0.886674 -0.02 -0.11 0.17 -0.34
C -0.393430 0.823811 -0.011641 0.41 0.00 -0.19 0.16
N -1.625242 1.488106 -0.002608 0.22 0.27 -0.40 -0.62
C -2.624834 1.414988 0.899607 -0.27 0.35 -0.02 0.67
O -2.614596 0.751420 1.918710 0.07 -0.18 0.23 -0.63
C -3.820073 2.275137 0.523271 -0.37 -0.46 -0.29 -0.65
H -3.523610 3.320283 0.435341 -0.04 0.02 -0.02 0.25
H -4.599960 2.185069 1.277553 0.17 0.02 0.10 0.24
S -4.501031 1.845939 -1.124016 0.21 0.63 0.40 0.37
C -5.116641 0.245663 -0.812129 0.19 0.35 0.11 -0.02
C -5.120960 -0.546922 0.316626 -0.14 -0.21 -0.05 -0.24
C -5.721063 -1.795160 0.242665 -0.01 0.07 -0.08 -0.20
C -6.294196 -2.207190 -0.951940 0.09 0.09 0.11 -0.24
C -6.261832 -1.378157 -2.052794 -0.25 -0.55 0.03 -0.01
N -5.680947 -0.173033 -1.976313 0.09 -0.26 0.57 0.08
O -5.612688 0.645211 -2.941000 -0.23 0.21 -1.06 -0.54
H -6.686322 -1.635659 -3.010161 0.04 0.13 -0.06 0.23
H -6.766576 -3.172387 -1.034689 -0.05 -0.07 -0.06 0.23
H -5.737619 -2.434985 1.109673 0.00 -0.07 0.09 0.22
H -4.658640 -0.213084 1.230229 0.08 0.10 0.06 0.26
H -1.778155 2.044939 -0.837086 -0.09 -0.15 0.16 0.42
H -0.789212 -0.446795 1.634927 -0.01 -0.05 0.05 0.26
O 1.485828 -1.870118 1.649415 0.09 0.06 -0.25 -0.53
C 0.532846 -2.335970 2.586013 -0.17 -0.21 0.27 -0.06
C 1.154766 -3.516034 3.317058 -0.08 0.36 -0.28 -0.62
H 1.424657 -4.291210 2.605246 0.01 -0.11 -0.04 0.21
H 0.446420 -3.919471 4.034697 -0.06 -0.06 0.09 0.21
H 2.052574 -3.200827 3.841962 0.08 0.00 0.09 0.21
H 0.277026 -1.539755 3.297979 -0.02 -0.04 -0.14 0.18
H -0.382249 -2.650036 2.066864 0.07 0.11 0.04 0.18
N 3.281985 -1.207874 -0.308313 0.10 -0.40 -0.14 -0.43
C 4.087850 -1.090177 -1.505585 0.23 0.24 -0.03 -0.24
C 5.131000 0.030200 -1.379704 -0.19 -0.14 -0.22 -0.08
H 5.805152 0.033793 -2.238118 -0.09 0.04 -0.01 0.19
O 5.943859 -0.168166 -0.243291 0.14 -0.04 -0.06 -0.53
C 5.163393 -0.252095 0.929796 -0.21 -0.27 0.22 -0.09
C 4.144862 -1.395982 0.842982 0.36 0.39 0.27 -0.25
H 3.553869 -1.443123 1.752689 0.11 -0.04 -0.03 0.23
H 4.679497 -2.342801 0.713065 0.00 0.02 0.08 0.19
H 5.866073 -0.417545 1.747914 -0.08 0.04 0.03 0.19
H 4.631294 0.699339 1.093929 0.04 -0.06 0.02 0.16
H 4.631583 1.008692 -1.306957 0.04 -0.04 -0.04 0.16
H 3.452482 -0.940313 -2.377382 0.02 -0.04 -0.03 0.21
H 4.620994 -2.040565 -1.624855 -0.01 0.07 -0.08 0.20
H 2.415296 0.826345 -1.856357 0.09 0.04 -0.05 0.22
H 0.044196 4.141131 -2.229054 0.01 -0.02 0.14 0.19
H 0.095021 3.697467 -0.500543 -0.03 -0.04 -0.13 0.16
H 2.471512 3.553163 -2.422355 0.08 0.00 -0.09 0.21
H 2.506997 3.155015 -0.696884 0.09 0.00 0.05 0.21
H 2.197536 4.816722 -1.214816 0.04 0.12 0.04 0.22
```
Forces are in eV/Å.

The calculation puts the relative energy (zero: lowest compared OMol25 entry of this formula, charge and spin) at 93.8 kcal per mole. Its spin multiplicity is 1. For the highest occupied orbital energy, the calculation gives -7.2 eV. For the maximum force, the calculation gives 1.11 eV Å⁻¹.


Computed, not measured: C4H8N2O3 as an isolated structure, with wB97M-V/def2-TZVPD.

The geometry in XYZ format:
```
17
Properties=species:S:1:pos:R:3:forces:R:3:nbo_charge:R:1
C 0.541228 -0.349011 0.449426 7.03 -0.21 0.89 -0.51
C -2.034741 -0.870759 -1.031179 0.54 0.10 0.19 -0.45
N -1.552876 0.240260 -0.231334 -0.14 2.10 -1.18 -0.32
C 2.465418 -0.216860 0.467249 -1.32 -1.42 0.56 0.76
C 0.294946 0.804137 -0.293309 -4.73 -0.30 -0.58 0.54
O -2.107637 0.076509 1.077848 0.65 0.24 -0.02 -0.61
O 2.905468 0.576407 1.471425 -0.09 -0.13 -0.28 -0.70
N 0.630051 1.838988 -0.846259 0.15 -0.80 0.29 -0.59
O 3.206253 -0.860209 -0.231222 -0.86 0.66 0.29 -0.61
H -2.427043 0.964816 1.293015 0.01 -0.29 -0.08 0.47
H 3.881583 0.490346 1.498681 -0.40 0.09 -0.13 0.49
H -0.094560 2.374718 -1.320379 -0.10 -0.14 0.17 0.40
H 0.317164 -0.286790 1.509590 -0.46 -0.07 -0.23 0.29
H 0.475571 -1.311603 -0.046299 -0.46 0.18 -0.05 0.27
H -1.556725 -0.832030 -2.014255 0.04 0.03 0.10 0.20
H -1.826412 -1.846037 -0.568605 0.01 -0.08 -0.05 0.16
H -3.117686 -0.792880 -1.184394 0.14 0.04 0.10 0.20
```
Forces are in eV/Å.

The calculation puts the relative energy (zero: lowest compared OMol25 entry of this formula, charge and spin) at 154.0 kcal per mole. Its spin multiplicity is 1. For the highest occupied orbital energy (alpha / beta), the calculation gives -7.6 / -7.6 eV. For the maximum force, the calculation gives 7.09 eV Å⁻¹.